DFT (the ωB97M-V functional and the def2-TZVPD basis) results for a cluster of 15 separate species, C36H111N9O15 in total in a non-equilibrium geometry.

## Properties
**Relative energy (zero: lowest compared OMol25 entry of this formula, charge and spin)**: 0.725 eV
**HOMO**: -8.74 eV
**Kohn-Sham gap**: 8.928 eV
**Energy**: -83250.026 eV

Atoms and positions in Å:
H -3.22183 4.20877 -0.55345
H 2.60302 0.69376 4.10376
H 0.76829 8.17260 1.34188
H -4.48804 6.35289 -4.09337
H -4.14771 4.55100 -4.15277
H -1.97001 5.14528 -3.15574
H -0.63936 9.85480 3.54578
H -6.07862 5.64724 -0.50586
C -1.51668 -4.49280 -3.14435
H 4.23112 1.25618 5.14075
H 4.07786 4.58825 -2.95856
C -0.52967 0.25954 -0.51367
H -0.58814 -0.32688 -1.44272
H 0.28590 -6.80811 -2.01847
C 3.15405 3.79753 -0.39147
H 3.83828 6.30099 -1.35126
H 0.20804 -3.48704 2.74031
O -1.13364 4.51378 -4.74401
C 2.13901 -0.72082 2.47041
H -0.61473 -8.01664 -2.66955
C 1.57089 -3.82836 5.07054
O -3.50601 -0.82138 -1.53405
C 4.26564 0.52318 2.73578
C 0.05358 7.36403 3.17467
C 1.90088 -4.96852 -1.21636
O -1.26733 -0.35235 0.55847
C 1.28418 -8.39745 0.03013
H -6.27971 -5.74101 -4.76400
H -0.18507 5.33816 1.15307
H 4.80222 1.46610 2.54740
H 1.60982 -0.60806 1.52266
H 2.51775 5.16190 -3.53837
N -0.44793 2.49025 0.35340
H -3.44611 0.35969 2.08368
H 3.20527 -1.25867 6.88312
H 5.95583 1.00221 5.12794
C -3.82606 4.16579 -1.46266
O -3.40171 1.27670 1.76697
H 1.45193 -1.21076 3.16647
C 5.41969 -2.48948 -3.04113
H 4.82529 1.75227 -0.50593
H 6.11642 -2.97402 -2.34387
C -5.00341 -4.07535 -4.21030
C 3.94459 1.71273 -1.14790
C -5.75142 4.66824 -0.13479
H -1.89373 4.33269 -5.31290
H 0.07560 6.46307 -0.14983
C -1.89275 -5.37928 0.52683
C -0.31524 6.38958 0.86499
O -5.18028 3.88208 -1.14395
H 0.45809 2.39317 -2.34619
C -5.24789 -5.40086 -4.90576
H 1.06922 -5.32624 -1.82316
H -4.00620 -2.22348 3.64021
H -6.67968 4.18500 0.17454
H 1.46027 4.63854 -1.40933
H 2.63447 -3.15016 -3.50350
H 0.36500 1.98914 0.72293
H -3.46550 3.31288 -2.04520
C 2.55036 4.73463 -1.42481
H 1.39164 -4.89861 5.22907
N 2.90090 6.09836 -0.99845
N -2.38676 5.80938 -2.50142
H 5.39760 -3.14544 -3.91791
H 5.94565 -1.59012 -3.36784
H -1.43658 -3.50074 -2.68713
H -4.68561 -6.16961 -4.35901
H -1.36689 6.62872 0.97343
C 0.44240 9.71739 3.45274
O -1.94091 -0.39610 -3.84933
H -1.08127 1.81096 -2.92590
H -2.69852 -1.48518 3.30729
C -4.57193 5.38974 -3.59496
H 3.61782 0.67639 -1.26953
H 3.91801 -3.67099 7.33925
H -1.09505 -5.18297 -2.41475
O 2.84485 2.43031 -0.58842
C 4.99424 0.48736 4.99104
C -0.05238 -8.33431 -0.70493
C -3.50496 -3.72891 -4.16612
H -2.83758 -5.30772 -0.03312
H -0.32994 -9.38010 -0.85683
H 2.62497 3.47546 -3.18974
H 3.33512 -4.91030 6.46262
H 4.22088 4.03040 -0.26478
H 4.12778 2.03842 -2.17571
H -1.82614 -2.15227 1.24205
H -4.35889 -0.36705 -1.52838
H 0.70494 -2.77391 -2.17649
H -2.46944 1.42190 1.57442
H 1.64915 -1.13226 5.86061
N 0.16622 -7.81248 -2.05882
H 2.75643 4.06229 0.59472
C 0.63298 7.17369 1.77446
H -6.66107 -2.97878 -4.58203
H -2.08071 1.65935 -0.70735
C 2.22713 -3.14192 6.25190
H 2.64146 1.77297 1.42255
H -1.62341 -4.32706 0.61997
O -0.95139 -6.20314 -0.07284
H 1.21514 -9.03134 0.92140
C -3.79987 5.43815 -2.28165
H -0.95947 3.34937 -2.11166
H -2.10559 -7.88892 -0.52870
C -1.18489 -7.57643 -0.01076
H -0.37713 4.51758 -5.34375
H -1.31386 -7.90686 1.03235
H -5.40191 -4.12121 -3.19642
H -3.06431 -0.52389 -0.72136
H 4.41957 -0.08363 1.83806
N 1.92755 6.48219 1.85823
H -5.09191 4.74622 0.73229
O -3.65981 -1.48655 3.12517
H -5.63596 5.21132 -3.42878
H 2.34444 6.76677 -1.53121
C 2.56037 -1.67954 6.11748
H 2.18816 6.24942 0.88444
H 2.21500 -3.76284 4.18368
H -0.90168 -0.13269 2.22445
O 0.32058 -3.18263 4.83077
H 4.89262 -0.24897 5.78559
H -4.13768 6.24732 -1.62436
O -1.13333 -0.23715 3.18679
H -2.68659 0.05185 -4.25990
H -1.01156 7.63659 3.09087
O 0.68802 8.39893 3.94095
H 0.18482 6.48498 3.80441
H -2.25531 -0.60977 -2.94493
C -0.30035 -3.69701 3.69639
C -0.98713 1.65704 -0.77379
H -3.11336 -3.51811 -5.16754
H -2.19166 6.71765 -2.90002
C 2.45774 -3.55614 -1.37406
H 1.99851 -8.95524 -0.57834
H -3.48902 -2.87861 -3.47582
H -4.97620 -5.48154 -5.95727
H -0.10941 -2.08175 0.91788
C -0.60040 2.31813 -2.08288
C -1.07917 -1.75913 0.54747
H 2.15907 2.56706 2.85229
H 2.68145 -5.71338 -1.41040
H 1.65045 -5.05818 -0.15796
H -0.27853 -4.79938 3.63082
H 1.73112 -7.44984 0.32654
C 2.74037 0.57858 3.03551
H 3.86257 -4.24792 -2.93593
H -1.33607 -3.38227 3.59978
H -2.14895 -5.69931 1.54655
O 4.95680 -0.19349 3.76312
H 3.03898 -3.30264 -0.48813
H -5.81631 -3.20279 -5.88165
H 0.52203 0.11651 -0.22983
H 2.90335 -1.47688 2.26367
N -5.69294 -2.95966 -4.90066
H 0.83664 9.92560 2.45927
H 1.61730 -3.26806 7.15893
H -0.77617 0.54851 3.61627
H -0.76575 -4.48438 -3.94848
O 4.15219 -2.23614 -2.50950
H 0.06535 3.26745 -0.05986
C 3.00008 4.44733 -2.86370
H -1.37275 -2.23319 -0.38834
N 1.32569 -2.62292 -1.39342
N 3.48597 -3.90960 6.45343
H 1.53097 -1.63775 -1.32503
C 3.27332 -3.37244 -2.64348
H 2.65890 7.14407 2.10872
O -2.78494 -4.81020 -3.61944
H 3.12911 -1.49949 5.19159
N 2.13928 1.72046 2.30199
H 0.96754 10.39077 4.12998



DFT (the ωB97M-V functional and the def2-TZVPD basis) results for the molecule C22H25N3O3S.

## Properties
**Relative energy (zero: lowest compared OMol25 entry of this formula, charge and spin)**: 1.436 eV
**HOMO**: -7.81 eV
**Kohn-Sham gap**: 7.533 eV
**SMILES**: Cc1cccc2cc(CN(C[C@@H]3CCCO3)C(=S)NCc3ccco3)c(=O)[nH]c12
**Energy**: -44668.559 eV

Atoms and positions in Å:
C -3.42461 -3.58205 -1.76191
C -4.34739 -0.65002 1.26040
H 4.79620 0.71618 0.13481
C -0.62865 -0.49088 1.24400
H -2.87243 -3.13165 -2.58709
H 4.98547 -4.62400 0.07715
H 1.33943 -0.44167 2.08098
N -1.39571 -2.10691 -0.33978
C 2.22860 1.31556 0.46623
H -2.15312 0.48689 2.33297
H -0.13270 4.54784 -2.56255
C 4.65322 -1.38524 -0.13416
C 6.22310 -2.83740 0.22946
C -2.71301 -1.86971 -0.04926
N 1.00967 1.35144 1.07766
C -0.85960 2.66320 0.04911
O 5.97071 -1.52110 0.12476
H 0.94412 3.41263 0.97010
H -1.07299 2.40084 -2.08023
H -1.79916 5.39650 -1.10709
H -1.56766 1.83960 0.18749
H -4.34078 -4.00797 -2.16111
H -0.49202 5.60666 0.07822
O -1.59192 3.86124 0.20942
H -5.85115 -2.79395 -0.86036
H 3.02451 -2.81670 -0.37896
C -3.74275 -2.56118 -0.71033
C -3.00912 -0.91305 0.93982
H -4.56976 0.08840 2.01520
C 0.00208 4.20910 -1.53798
H 0.57651 2.09669 -1.50087
C -0.30473 2.72015 -1.37452
N 2.81729 0.11056 0.32753
C -1.91917 -0.24426 1.57100
H 7.23489 -3.12774 0.43107
C 0.25242 2.58049 1.11963
C -0.99070 4.88321 -0.57703
S 2.99676 2.69760 -0.04702
H 0.17551 0.66232 2.84231
C 0.51668 0.25019 1.88543
C -5.35277 -1.32457 0.61330
H -1.17310 -2.80593 -1.03853
H 2.21649 -0.70935 0.24039
C 4.05861 -2.61181 -0.19340
H -0.21294 2.69028 2.10336
C 4.10851 -0.00847 -0.31244
C -0.31666 -1.49361 0.23740
H -2.82599 -4.39392 -1.34779
O 0.81495 -1.82648 -0.10249
H -6.38513 -1.12532 0.85522
H 4.03135 0.23696 -1.38437
H 1.03021 4.41104 -1.24000
C -5.04716 -2.27234 -0.36256
C 5.08561 -3.55826 0.04739